{
  "formula": "C34H75F3N4O8Si2",
  "method": "ωB97M-V/def2-TZVPD",
  "species": ["C", "C", "C", "C", "C", "Si", "C", "O", "C", "F", "F", "F", "O", "C", "C", "C", "C", "C", "C", "O", "Si", "C", "O", "O", "N", "C", "C", "C", "C", "C", "C", "C", "C", "H", "H", "H", "H", "H", "H", "H", "H", "H", "H", "H", "H", "H", "H", "H", "H", "H", "H", "H", "H", "H", "H", "H", "H", "H", "H", "H", "H", "H", "H", "H", "H", "H", "H", "H", "H", "H", "H", "H", "H", "H", "H", "C", "C", "C", "O", "C", "N", "H", "H", "H", "H", "H", "H", "H", "H", "H", "H", "H", "C", "C", "C", "O", "C", "N", "H", "H", "H", "H", "H", "H", "H", "H", "H", "H", "H", "C", "C", "C", "O", "C", "N", "H", "H", "H", "H", "H", "H", "H", "H", "H", "H", "H"],
  "xyz": [[-7.071, 2.696, 1.699], [-6.742, 1.622, 1.254], [-6.033, 0.300, 0.775], [-4.608, 0.683, 0.151], [-3.535, -0.509, 0.297], [-1.908, 0.285, 0.878], [-2.153, 0.657, 2.768], [-2.350, 2.076, 3.037], [-3.271, 2.271, 4.041], [-4.543, 1.876, 3.608], [-3.361, 3.630, 4.290], [-2.958, 1.575, 5.205], [-0.531, -0.716, 0.792], [-0.888, -2.047, 1.250], [0.212, -2.672, 2.225], [1.678, -2.158, 1.943], [0.106, -4.274, 2.277], [1.513, -4.944, 2.671], [-0.942, -4.789, 3.355], [-1.764, 1.799, 0.130], [-0.873, 1.831, -1.328], [-0.698, 0.186, -2.265], [-1.936, -0.461, -2.627], [-1.587, -1.399, -3.590], [-1.619, 3.108, -2.337], [-2.049, 2.663, -3.468], [-3.506, 2.103, -3.743], [-1.095, 2.705, -4.752], [0.867, 2.529, -0.882], [1.784, 2.662, -2.194], [0.566, 4.042, -0.395], [1.393, 4.460, 0.889], [1.032, 3.542, 2.146], [-7.237, 3.737, 2.065], [-6.683, -0.115, -0.042], [-5.903, -0.379, 1.661], [-4.774, 0.871, -0.943], [-4.279, 1.619, 0.702], [-3.907, -1.191, 1.130], [-3.460, -1.152, -0.622], [-2.974, 0.006, 3.207], [-1.187, 0.361, 3.296], [-1.002, -2.769, 0.380], [-1.856, -2.049, 1.853], [-0.090, -2.336, 3.271], [2.371, -2.399, 2.809], [1.740, -1.042, 1.803], [2.042, -2.686, 1.006], [-0.192, -4.721, 1.285], [1.328, -6.039, 2.868], [1.875, -4.487, 3.647], [2.244, -4.799, 1.832], [-0.952, -4.173, 4.309], [-1.991, -4.903, 2.939], [-0.637, -5.834, 3.687], [-0.172, 0.431, -3.250], [-0.013, -0.576, -1.767], [-2.307, -1.359, -4.258], [-3.354, 1.094, -4.246], [-4.140, 2.773, -4.383], [-3.961, 1.865, -2.737], [-0.025, 2.827, -4.440], [-1.207, 1.790, -5.399], [-1.461, 3.589, -5.369], [1.342, 1.908, -0.070], [1.611, 1.793, -2.900], [1.546, 3.605, -2.774], [2.854, 2.722, -1.834], [-0.526, 4.107, -0.110], [0.771, 4.806, -1.193], [1.055, 5.511, 1.160], [2.508, 4.546, 0.701], [2.001, 3.242, 2.641], [0.412, 4.149, 2.866], [0.427, 2.630, 1.847], [-0.902, 8.132, 0.281], [-1.227, 7.441, -1.040], [-2.138, 8.275, -1.961], [-3.510, 8.268, -1.591], [-3.854, 9.207, -0.587], [-1.803, 6.122, -0.756], [-1.745, 8.127, 0.975], [-0.075, 7.624, 0.782], [-0.602, 9.171, 0.117], [-0.278, 7.292, -1.566], [-2.102, 7.828, -2.960], [-1.769, 9.303, -2.069], [-3.279, 10.134, -0.677], [-3.719, 8.770, 0.404], [-4.913, 9.446, -0.700], [-1.937, 5.628, -1.637], [-2.753, 6.273, -0.419], [1.559, -5.033, -2.158], [2.267, -6.183, -1.448], [2.420, -7.444, -2.321], [1.233, -8.216, -2.445], [0.339, -7.767, -3.448], [1.561, -6.473, -0.195], [0.484, -5.196, -2.252], [1.693, -4.103, -1.600], [1.970, -4.880, -3.160], [3.275, -5.835, -1.199], [3.148, -8.101, -1.835], [2.832, -7.202, -3.308], [0.866, -7.364, -4.318], [-0.346, -7.020, -3.040], [-0.259, -8.620, -3.772], [2.085, -7.179, 0.319], [0.693, -6.949, -0.438], [7.772, -2.945, 1.945], [6.503, -3.515, 2.571], [5.633, -4.312, 1.580], [4.866, -3.506, 0.696], [5.566, -3.059, -0.452], [5.749, -2.422, 3.196], [7.572, -2.085, 1.303], [8.460, -2.608, 2.723], [8.289, -3.702, 1.350], [6.817, -4.207, 3.359], [4.904, -4.885, 2.162], [6.228, -5.045, 1.021], [6.281, -3.804, -0.814], [6.075, -2.116, -0.243], [4.834, -2.870, -1.240], [4.949, -2.817, 3.688], [5.324, -1.879, 2.445]],
  "atomic_forces_ev_per_a": [[0.138, 0.880, 0.057], [1.206, -1.310, -0.155], [-0.512, 1.929, -0.115], [-0.386, -0.561, 0.478], [-0.802, -0.066, 0.313], [-0.501, 0.728, 0.527], [1.048, -1.040, 0.359], [-1.511, -0.269, 1.633], [-0.235, 0.713, -0.949], [1.832, 0.327, 1.172], [0.333, -2.469, -0.023], [-0.781, 1.346, -1.766], [-1.668, 0.090, 0.161], [0.630, -1.391, 0.605], [-0.241, 0.251, 0.784], [-0.111, -0.305, -0.294], [0.503, -0.495, 0.740], [-0.823, 0.514, 0.125], [-0.048, -0.508, 0.076], [1.188, -2.469, -0.724], [0.157, 2.898, 0.803], [0.828, -1.002, -1.053], [0.015, 1.589, 1.258], [0.024, -1.453, -1.635], [-0.126, -3.015, -0.808], [0.300, 0.586, -0.861], [1.000, -0.782, 0.619], [-1.031, 0.198, 0.202], [-0.307, 1.156, -1.138], [-0.080, -0.414, 0.590], [0.131, -0.597, 1.273], [-0.858, 0.354, 0.217], [0.408, 0.411, -0.335], [0.028, -1.735, -0.551], [0.616, -0.113, 1.066], [-0.367, 0.563, -0.970], [0.355, 0.247, 1.136], [-0.197, -1.063, -0.960], [0.541, 0.701, -0.918], [-0.071, 0.760, 0.774], [0.813, 0.948, -0.503], [-1.164, 0.271, -0.532], [-0.009, 1.086, 0.713], [0.964, 0.022, -0.884], [0.522, -0.231, -1.135], [-0.872, 0.071, -1.117], [-0.321, -1.149, 0.001], [-0.096, 0.806, 1.091], [0.387, 0.674, 0.818], [0.355, 1.079, -0.409], [-0.267, -0.513, -1.191], [-0.547, -0.257, 1.032], [-0.054, -0.502, -1.249], [1.123, 0.437, 0.544], [-0.414, 1.190, -0.462], [-0.551, -0.031, 1.150], [-0.833, 1.025, -0.281], [0.433, 0.218, 0.697], [-0.309, 1.316, 0.309], [0.657, -0.601, 0.674], [0.249, 0.628, -1.180], [-1.120, 0.060, -0.291], [0.019, 0.833, 0.678], [0.664, -0.973, 0.642], [-0.258, 0.695, -0.881], [0.652, 0.839, 0.764], [0.163, -1.078, 0.789], [-1.006, -0.180, -0.797], [1.266, 0.273, -0.313], [-0.355, -0.983, 0.517], [0.472, -1.112, -0.427], [-1.222, -0.428, 0.117], [-1.217, 0.074, -0.276], [0.657, -0.804, -0.642], [0.825, 1.051, 0.374], [0.221, 0.102, 0.081], [-0.349, 0.055, 0.327], [0.079, -0.243, -0.221], [0.277, 0.315, -0.067], [-0.247, -0.259, 0.013], [-0.243, 0.307, -0.303], [-0.019, -0.030, -0.097], [-0.089, -0.022, -0.059], [-0.036, -0.024, 0.018], [-0.076, -0.007, -0.104], [-0.099, -0.038, 0.055], [-0.026, 0.048, 0.146], [0.073, -0.047, 0.025], [0.077, 0.190, 0.087], [0.052, -0.037, -0.084], [0.153, -0.192, 0.141], [0.129, -0.030, 0.068], [0.085, 0.233, -0.033], [-0.383, -0.011, -0.174], [0.177, -0.120, 0.266], [0.251, 0.190, -0.264], [-0.199, -0.192, 0.222], [0.102, -0.279, -0.133], [0.053, -0.073, 0.015], [-0.012, -0.098, 0.026], [-0.044, -0.019, 0.024], [0.010, -0.110, 0.026], [-0.110, -0.041, 0.019], [-0.119, 0.088, -0.046], [0.025, 0.069, 0.055], [0.002, 0.125, -0.188], [0.096, -0.018, 0.045], [0.004, 0.145, 0.074], [0.049, 0.121, 0.009], [0.248, -0.045, 0.051], [-0.002, 0.296, -0.311], [-0.203, -0.097, 0.300], [0.251, -0.320, -0.091], [-0.282, 0.230, 0.044], [-0.208, -0.219, -0.063], [-0.080, -0.057, 0.027], [-0.112, -0.001, -0.025], [-0.035, 0.037, -0.005], [-0.124, -0.038, -0.029], [-0.066, 0.102, -0.045], [0.095, 0.105, -0.080], [0.052, 0.015, 0.076], [0.178, -0.055, -0.126], [-0.032, -0.060, 0.073], [0.108, 0.053, 0.088], [0.116, 0.021, 0.092]],
  "lowdin_charge": [0.059, -0.143, -0.179, -0.218, -0.202, 0.450, -0.156, -0.034, -0.568, 0.093, 0.125, 0.115, -0.223, -0.207, -0.292, -0.072, -0.355, -0.115, -0.099, -0.224, 0.490, -0.216, -0.247, -0.048, 0.052, -0.410, -0.032, -0.044, -0.332, -0.120, -0.246, -0.235, -0.103, 0.049, 0.106, 0.106, 0.095, 0.102, 0.078, 0.082, 0.112, 0.115, 0.136, 0.113, 0.131, 0.074, 0.077, 0.084, 0.116, 0.069, 0.087, 0.048, 0.082, 0.077, 0.070, 0.097, 0.112, 0.113, 0.075, 0.088, 0.066, 0.059, 0.077, 0.092, 0.106, 0.054, 0.069, 0.079, 0.070, 0.096, 0.085, 0.105, 0.071, 0.075, 0.058, -0.064, -0.424, -0.205, -0.191, -0.108, 0.054, 0.066, 0.061, 0.079, 0.132, 0.120, 0.117, 0.089, 0.074, 0.086, 0.059, 0.081, -0.063, -0.421, -0.203, -0.191, -0.107, 0.054, 0.065, 0.068, 0.080, 0.131, 0.121, 0.119, 0.090, 0.074, 0.087, 0.082, 0.079, -0.073, -0.429, -0.204, -0.212, -0.103, 0.043, 0.064, 0.076, 0.078, 0.135, 0.114, 0.118, 0.091, 0.075, 0.085, 0.065, 0.069],
  "total_energy_ha": -3039.8179,
  "homo_energy_ev": -8.297,
  "gap_ev": 8.60,
  "total_charge": 0
}